DFT (the ωB97M-V functional and the def2-TZVPD basis) results for a structure of composition C38H53Cl2N10O7RbS2 at a distorted geometry.

ΔE to the lowest compared entry with this formula, charge and spin: 31.4 kcal per mole
M: 982.41 u
LUMO: 3.57 eV
largest force on an atom: 1.46 eV/A
Kohn-Sham gap: 5.9088 eV

Geometry as ORCA input:
```
! RIJCOSX wB97M-V def2-TZVPD def2/J DEFGRID3
* xyz -2 1
Rb -0.9146 -0.7029 0.2579
N 2.0879 0.6113 -3.5632
C 3.0028 1.7034 -3.3313
C 3.4050 1.9546 -1.8652
N 2.3213 2.2845 -0.9616
C 2.7708 2.2382 0.4211
C 2.9035 0.8175 0.9773
N 1.5870 0.2901 1.2574
C 1.7249 3.5509 -1.3336
C 0.5446 4.0034 -0.4709
N -0.3687 2.9193 -0.1741
H 2.3891 -0.1926 -3.0157
H 1.1525 0.8379 -3.2228
H 2.5886 2.6074 -3.7873
H 3.9375 1.4747 -3.8664
H 4.1901 2.7461 -1.8460
H 3.8646 1.0312 -1.5104
H 2.0182 2.7257 1.0353
H 3.7278 2.7850 0.5453
H 3.4623 0.8617 1.9198
H 3.4847 0.1821 0.2901
H 1.7048 -0.6398 1.6701
H 1.1237 0.1436 0.3599
H 1.3537 3.4377 -2.3542
H 2.4806 4.3709 -1.3346
H 0.0728 4.8450 -1.0178
H 0.9133 4.4172 0.4770
H -0.4674 2.3109 -0.9855
H -1.2884 3.2787 0.0615
C 3.0252 -4.1829 -1.8879
C 2.1429 -3.0275 -2.3363
O 2.2768 -1.9114 -1.8846
N 1.2940 -3.3236 -3.3460
C 0.2751 -2.4125 -3.8309
C -1.1047 -2.8664 -3.4350
C -2.1151 -3.0145 -4.3791
C -3.3542 -3.4678 -3.9628
C -3.5362 -3.7666 -2.6232
C -2.4788 -3.5530 -1.7491
N -1.2877 -3.1399 -2.1490
H 3.2298 -4.0552 -0.8282
H 3.9722 -4.1343 -2.4274
H 2.5670 -5.1540 -2.0598
H 1.1515 -4.2920 -3.5885
H 0.3511 -2.3274 -4.9190
H 0.4613 -1.4280 -3.3965
H -1.9334 -2.7634 -5.4124
H -4.1622 -3.5786 -4.6729
H -4.4759 -4.1439 -2.2574
H -2.5971 -3.6988 -0.6844
O 1.8034 -2.5648 1.8740
N 2.3387 -3.3252 2.7597
C 2.5956 -4.6053 2.4518
C 3.1585 -5.4976 3.3376
C 3.4711 -5.0558 4.6207
C 3.2050 -3.7498 4.9460
C 2.6458 -2.8438 4.0267
S 2.3675 -1.2412 4.4391
H 2.3087 -4.8848 1.4465
H 3.3333 -6.5177 3.0322
H 3.9045 -5.7297 5.3473
H 3.4042 -3.3666 5.9368
N -3.6062 1.0050 1.9459
N -4.6796 0.1453 1.5862
C -4.3877 -1.2492 1.3286
O -5.3608 -1.9958 1.4848
O -3.2406 -1.5155 0.9449
H -3.2818 0.8286 2.9021
H -3.9468 1.9641 1.9290
H -5.5111 0.2257 2.1735
O -2.0740 2.6026 4.0578
S -0.8822 2.5474 3.1883
C 0.4957 1.9494 4.2572
C 0.9777 3.1498 5.0411
C 1.0936 4.2863 4.0316
C -0.2304 4.3086 3.2885
H 1.2527 1.5456 3.5896
H 0.1143 1.1535 4.8887
H 1.9236 2.9499 5.5423
H 0.2317 3.4182 5.7930
H 1.9155 4.0836 3.3416
H 1.2893 5.2477 4.5177
H -0.1598 4.7042 2.2795
H -0.9971 4.8536 3.8376
Cl -7.2858 1.6427 -3.8796
C -6.3108 2.5634 -4.9930
C -6.7940 3.8204 -5.3084
C -6.0970 4.6590 -6.1578
C -4.9178 4.2053 -6.7280
C -4.4522 2.9459 -6.4237
Cl -3.0007 2.3903 -7.1879
C -5.0913 2.0697 -5.5111
N -4.5141 0.8792 -5.2366
C -5.0101 -0.0656 -4.3029
C -6.0170 -0.9404 -4.6870
C -6.5374 -1.8451 -3.7768
C -6.0100 -1.9011 -2.4964
C -4.9671 -1.0675 -2.1320
C -4.4602 -0.1240 -3.0163
C -3.3907 0.8175 -2.5786
C -2.0006 0.6065 -3.2894
O -2.0075 0.4977 -4.5328
O -1.0083 0.6155 -2.5508
H -7.7199 4.1419 -4.8549
H -6.4634 5.6516 -6.3706
H -4.3528 4.8262 -7.4070
H -3.4611 0.8323 -5.2246
H -6.4162 -0.8771 -5.6924
H -7.3568 -2.4939 -4.0665
H -6.4111 -2.5867 -1.7643
H -4.5546 -1.1271 -1.1365
H -3.2304 0.7116 -1.5047
H -3.6797 1.8516 -2.7997
*
```